8
Properties=species:S:1:pos:R:3:forces:R:3:lowdin_charge:R:1 method="wB97M-V/def2-TZVPD" total_energy_ha=-514.550104 charge=-1 spin_multiplicity=1 gap_ev=7.5 e_homo_ev=-3.0
S -1.534 0.121 -1.643 -0.49 -0.29 -0.32 -0.06
H -0.082 0.670 -0.484 0.74 0.33 0.69 -0.15
H -1.575 0.984 -2.668 0.08 0.06 0.02 -0.42
C 0.648 -0.406 0.982 -0.36 0.63 -0.25 -0.26
O 0.613 0.810 0.270 -0.15 -0.34 -0.41 -0.27
H 1.325 -1.150 0.547 0.18 -0.01 -0.04 0.06
H 0.957 -0.182 2.004 0.06 -0.19 0.13 0.05
H -0.352 -0.846 0.992 -0.07 -0.19 0.19 0.05